Below is a single C15H13FN6O3 molecule at a distorted geometry, with properties calculated with ωB97M-V/def2-TZVPD.

Each line ends with the Löwdin charge.
Atoms and positions in Å:
C 4.27 2.13 -1.71  0.01
N 3.99 0.83 -1.17  -0.13
N 4.57 -0.25 -1.69  0.10
C 4.15 -1.28 -1.00  -0.05
C 3.25 -0.85 0.01  -0.12
N 2.61 -1.67 0.96  -0.35
O 1.99 -1.13 1.85  0.09
O 2.73 -2.87 0.82  0.09
C 3.17 0.54 -0.15  -0.07
C 2.50 1.60 0.66  -0.40
O 3.15 2.53 1.10  0.09
N 1.18 1.48 0.88  0.17
C 0.29 0.53 0.41  -0.33
C 0.30 -0.23 -0.78  -0.01
C -0.85 -0.98 -0.72  -0.04
N -1.47 -0.66 0.43  -0.15
C -2.74 -1.14 0.91  -0.07
C -3.85 -0.25 0.41  -0.14
C -4.18 0.93 1.08  -0.03
C -5.17 1.77 0.59  -0.08
C -5.85 1.44 -0.57  -0.08
C -5.53 0.28 -1.26  -0.01
C -4.54 -0.54 -0.76  -0.23
F -4.23 -1.67 -1.44  0.06
N -0.81 0.26 1.11  0.16
H 5.18 2.05 -2.31  0.10
H 4.40 2.85 -0.90  0.09
H 3.45 2.46 -2.35  0.10
H 4.47 -2.27 -1.20  0.12
H 0.79 2.09 1.59  0.17
H 1.03 -0.23 -1.57  0.10
H -1.25 -1.71 -1.40  0.13
H -2.71 -1.13 2.00  0.13
H -2.88 -2.16 0.55  0.13
H -3.64 1.18 1.98  0.11
H -5.41 2.67 1.12  0.10
H -6.62 2.09 -0.95  0.11
H -6.04 0.01 -2.17  0.12

Results
relative energy (zero: lowest compared OMol25 entry of this formula, charge and spin) = 34.5 kcal per mole
spin multiplicity = 1
HOMO level = -8.9 eV

***

Below is a single C15H13N3OS molecule at a distorted geometry, with properties calculated with ωB97M-V/def2-TZVPD.

Each line ends with the Löwdin charge.
Atoms and positions in Å:
C -1.09 -3.36 3.50  -0.05
C -1.52 -2.53 2.32  -0.20
C -2.72 -2.88 1.56  -0.04
C -3.23 -2.19 0.51  -0.11
C -2.57 -1.06 0.14  -0.01
C -1.29 -0.79 0.71  -0.16
C -0.42 0.25 -0.01  -0.26
O -0.38 0.23 -1.26  0.07
N 0.57 1.06 0.65  0.05
C 0.33 1.82 1.77  -0.85
S -0.90 1.82 2.78  0.71
N 1.19 3.03 1.90  0.09
C 1.89 2.91 0.77  -0.23
C 2.99 3.86 0.25  0.08
C 3.62 3.57 -0.96  -0.29
C 4.65 4.45 -1.49  -0.08
C 3.20 2.38 -1.76  0.00
C 2.21 1.50 -1.26  0.02
N 1.54 1.84 -0.06  0.04
C -0.76 -1.51 1.73  -0.03
H -0.93 -4.43 3.24  0.10
H -0.16 -3.08 3.84  0.04
H -1.83 -3.17 4.32  0.10
H -3.35 -3.74 1.66  0.10
H -4.20 -2.50 0.02  0.13
H -2.98 -0.43 -0.63  0.11
H 3.20 4.76 0.73  0.09
H 4.86 5.40 -1.00  0.08
H 5.50 3.72 -1.44  0.11
H 4.58 4.77 -2.55  0.09
H 3.50 2.21 -2.80  0.11
H 1.81 0.73 -1.84  0.09
H 0.14 -1.19 2.14  0.10

Results
relative energy (zero: lowest compared OMol25 entry of this formula, charge and spin) = 76.4 kcal per mole
spin multiplicity = 1
HOMO level = -7.9 eV

***

Below is a single C15H13N5O4S molecule at a distorted geometry, with properties calculated with ωB97M-V/def2-TZVPD.

Each line ends with the Löwdin charge.
Atoms and positions in Å:
C 5.02 3.08 -0.14  0.00
C 3.92 2.19 0.31  -0.31
C 3.86 0.84 0.51  0.06
C 2.53 0.63 0.95  -0.30
N 1.90 -0.54 1.29  0.13
C 2.38 -1.79 1.06  -0.55
O 3.51 -2.04 0.72  0.09
C 1.38 -2.91 1.33  -0.35
S -0.36 -2.45 1.04  1.00
C -0.16 -1.77 -0.56  -0.61
N 0.92 -1.94 -1.27  0.08
C 0.74 -1.18 -2.39  -0.11
C -0.45 -0.52 -2.33  -0.05
N -1.05 -0.91 -1.15  -0.02
C -2.27 -0.46 -0.66  -0.19
C -2.66 0.87 -0.89  0.02
C -3.87 1.32 -0.42  0.02
C -4.70 0.46 0.29  -0.15
N -5.97 0.93 0.78  -0.36
O -6.28 2.07 0.52  0.09
O -6.64 0.16 1.42  0.09
C -4.32 -0.86 0.53  0.02
C -3.11 -1.32 0.05  -0.02
N 1.86 1.77 0.99  0.10
O 2.73 2.74 0.60  0.00
H 5.90 2.49 -0.35  0.09
H 4.72 3.63 -1.03  0.09
H 5.25 3.81 0.64  0.09
H 4.62 0.10 0.38  0.11
H 0.94 -0.43 1.59  0.11
H 1.43 -3.21 2.37  0.09
H 1.63 -3.76 0.69  0.09
H 1.50 -1.15 -3.15  0.10
H -0.93 0.13 -3.02  0.12
H -2.00 1.53 -1.42  0.12
H -4.19 2.34 -0.58  0.12
H -4.98 -1.51 1.08  0.12
H -2.81 -2.34 0.22  0.08

Results
spin multiplicity = 1
HOMO level = -8.7 eV

***

Below is 2 unconnected molecules or ions with the total composition C15H13N5O8 at a distorted geometry, with properties calculated with ωB97M-V/def2-TZVPD.

Each line ends with the Löwdin charge.
Atoms and positions in Å:
C 4.40 2.63 -0.14  -0.08
C 3.02 3.22 0.05  -0.25
O 2.03 2.37 -0.59  -0.03
C 0.80 2.98 -0.55  -0.49
C -0.28 2.12 -0.88  -0.03
N -1.59 2.51 -0.70  -0.04
C -1.97 3.83 -0.51  0.00
C -3.29 4.18 -0.34  -0.05
C -4.29 3.21 -0.36  -0.08
C -3.91 1.88 -0.56  -0.06
C -2.58 1.55 -0.75  -0.03
O 0.73 4.17 -0.24  0.00
H 5.07 3.13 0.56  0.08
H 4.44 1.56 0.05  0.07
H 4.78 2.84 -1.14  0.08
H 2.79 3.28 1.12  0.13
H 2.99 4.22 -0.39  0.12
H -0.10 1.08 -1.12  0.10
H -1.16 4.55 -0.47  0.11
H -3.51 5.24 -0.19  0.12
H -5.34 3.48 -0.22  0.10
H -4.64 1.07 -0.57  0.11
H -2.20 0.54 -0.91  0.12
O -2.04 -6.23 1.62  0.09
N -1.13 -6.10 0.78  -0.31
O -0.80 -7.02 -0.01  0.06
C -0.40 -4.84 0.65  -0.04
C 0.57 -4.71 -0.35  0.11
C 1.25 -3.48 -0.53  -0.11
N 2.25 -3.36 -1.57  -0.32
O 2.56 -4.39 -2.21  0.08
O 2.77 -2.24 -1.78  0.07
C 0.96 -2.34 0.26  0.13
C 0.02 -2.49 1.27  -0.10
N -0.50 -1.57 2.19  -0.15
O -0.25 -0.39 2.42  0.10
O -1.45 -2.26 2.94  0.07
N -1.58 -3.57 2.51  0.15
C -0.68 -3.70 1.50  -0.14
H 0.81 -5.55 -1.00  0.14
H 1.45 -1.38 0.13  0.14

Results
relative energy (zero: lowest compared OMol25 entry of this formula, charge and spin) = 0.0 kcal per mole
spin multiplicity = 1
HOMO level = -7.4 eV

***

Below is a molecular structure, C15H14AuI2N3O5S, with properties calculated with ωB97M-V/def2-TZVPD.

Each line ends with the Löwdin charge.
Atoms and positions in Å:
Au -0.87 0.23 -1.18  1.10
I 3.97 -3.83 2.82  0.96
C 3.28 -2.40 1.50  -0.72
C 3.60 -2.50 0.15  -0.23
C 3.11 -1.57 -0.73  -0.64
I 3.48 -1.73 -2.75  1.00
C 2.26 -0.48 -0.28  -0.45
O 1.80 0.36 -1.07  -0.05
C 1.98 -0.41 1.15  -0.13
C 1.09 0.71 1.63  -0.14
N -0.29 0.45 1.24  -0.10
C -1.23 1.51 1.57  -0.15
C -1.15 2.64 0.57  -0.25
C -1.26 3.98 0.93  -0.01
C -1.22 4.95 -0.06  -0.04
C -1.09 4.57 -1.38  -0.04
C -0.99 3.22 -1.67  -0.09
N -1.01 2.30 -0.72  -0.02
C 2.48 -1.35 1.99  -0.10
H 4.20 -3.33 -0.20  0.09
H 1.41 1.64 1.16  0.13
H 1.19 0.81 2.71  0.13
H -0.62 -0.48 1.49  0.08
H -1.08 1.91 2.58  0.12
H -2.23 1.09 1.52  0.14
H -1.36 4.24 1.97  0.12
H -1.30 6.00 0.21  0.11
H -1.06 5.30 -2.18  0.11
H -0.90 2.86 -2.69  0.12
H 2.25 -1.30 3.05  0.11
O -3.58 -1.81 -2.96  0.07
C -3.07 -0.79 -2.69  -0.56
N -2.59 0.29 -2.45  -0.04
C -1.65 -4.07 -0.98  -0.13
S -0.67 -2.77 -0.30  0.43
O -1.45 -2.14 0.76  -0.36
O 0.60 -3.32 0.11  -0.31
O -0.51 -1.83 -1.47  -0.47
H -1.83 -4.80 -0.19  0.07
H -1.10 -4.52 -1.80  0.07
H -2.58 -3.64 -1.34  0.06

Results
relative energy (zero: lowest compared OMol25 entry of this formula, charge and spin) = 3.2 kcal per mole
spin multiplicity = 3
expectation value of S² = 2.044
HOMO level (alpha / beta) = -8.0 / -8.7 eV

***

Below is a molecular structure, C15H14BF3N2OSV, with properties calculated with ωB97M-V/def2-TZVPD.

Each line ends with the Löwdin charge.
Atoms and positions in Å:
V 0.22 0.63 -0.06  0.69
F -1.19 5.25 2.20  0.14
C -1.60 4.29 3.05  -0.61
F -2.85 3.96 2.71  0.13
F -1.66 4.86 4.27  0.13
C -0.68 3.10 3.05  -0.11
C -0.02 2.73 4.21  0.01
C 0.83 1.63 4.22  -0.04
C 0.99 0.93 3.04  -0.10
N 0.35 1.28 1.92  -0.09
C -0.47 2.36 1.87  -0.67
S -1.16 2.64 0.31  0.65
H -0.18 3.31 5.11  0.13
H 1.35 1.33 5.11  0.11
H 1.63 0.07 2.97  0.13
B 4.01 -2.28 -0.52  -0.42
C 2.76 -1.34 -0.38  -0.20
N 1.83 -0.65 -0.28  0.02
H 4.54 -1.98 -1.57  0.00
H 4.72 -2.05 0.43  0.00
H 3.59 -3.41 -0.52  0.00
C -3.40 -1.58 -0.76  0.02
C -2.13 -0.81 -0.92  -0.35
O -1.28 -0.82 -0.03  -0.02
C -1.88 0.00 -2.13  -0.19
C -2.92 0.64 -2.81  -0.01
C -2.63 1.48 -3.87  -0.05
C -1.32 1.67 -4.28  -0.05
C -0.28 1.01 -3.63  -0.04
C -0.56 0.18 -2.56  -0.08
H -3.32 -2.24 0.09  0.10
H -3.63 -2.14 -1.67  0.10
H -4.22 -0.87 -0.59  0.10
H -3.94 0.51 -2.48  0.12
H -3.43 2.00 -4.38  0.11
H -1.10 2.33 -5.11  0.11
H 0.74 1.13 -3.97  0.12
H 0.25 -0.40 -2.12  0.09

Results
relative energy (zero: lowest compared OMol25 entry of this formula, charge and spin) = 0.0 kcal per mole
spin multiplicity = 4
expectation value of S² = 3.759
HOMO level (alpha / beta) = -8.0 / -8.6 eV